[1]
Density functional theory data (ωB97M-V/def2-TZVPD) for 7 unconnected molecules or ions with the total composition C21H41F3I2N7O14 in a non-equilibrium geometry.

Values from the calculation:
F_max	0.0617	hartree/bohr
total energy	-3155.642857	Ha
<S²>	0.75
2S+1	2

Structure (XYZ):
```
88
C21H41F3I2N7O14 | OMol25 | ωB97M-V/def2-TZVPD
H 5.522 1.222 6.589
H -1.489 0.180 0.410
O -4.482 0.936 4.022
H 3.256 1.144 -0.239
C 0.476 -1.436 -3.433
H -2.043 3.028 0.033
C -5.586 -0.580 5.374
N 5.346 2.201 4.752
C 2.471 -0.514 1.719
H -0.029 -0.424 -3.376
C 3.015 0.320 -2.271
N 2.599 -4.577 1.968
I 2.923 -0.591 3.869
H 4.871 1.556 -1.758
C 1.509 -3.191 -1.893
H -5.567 -1.064 1.241
H 1.072 -1.571 -4.380
O -0.243 5.528 0.351
N -1.269 5.552 -0.291
O -4.295 -1.969 -6.549
H -0.331 -2.233 -3.307
C 2.417 1.064 -1.008
C 1.280 -4.756 2.627
C -4.584 -1.163 -4.408
C 1.424 -1.588 -2.137
C 5.719 2.215 6.190
O -4.712 -3.493 0.942
H 1.193 -5.804 2.907
N -5.471 0.242 4.142
H -1.098 7.647 -0.364
H -2.769 7.006 -0.290
O -3.043 -2.535 1.933
O -6.383 0.159 3.338
C -1.496 1.149 -0.166
O 2.804 -5.228 0.961
H 6.776 2.464 6.252
O -2.048 2.231 0.614
O -5.784 -0.428 -6.244
H -3.899 -0.419 1.188
C -2.511 0.982 -1.411
H 4.987 0.574 -3.276
C 0.661 -1.001 -0.875
H 2.800 -2.266 0.276
C 1.449 0.338 1.228
H -4.596 -1.199 -0.264
H 1.239 -4.117 3.506
H 0.228 2.532 -0.032
O 5.937 1.412 4.040
H -3.532 -0.896 -4.317
H -5.643 -1.623 5.068
N -4.065 -2.517 1.271
H 4.137 -1.936 1.446
O 3.377 -3.795 2.478
F -3.789 1.377 -0.898
H 2.228 2.146 -1.326
N 2.815 -1.141 -2.338
H -6.492 -0.271 5.892
C 4.621 0.536 -2.196
H 3.219 2.039 -3.675
H 2.848 0.485 -4.535
H -1.820 6.875 -1.810
H -0.452 -1.114 -1.105
H 0.512 -4.474 1.908
C 3.359 -1.428 0.789
O -1.926 4.577 -0.617
H 1.506 1.426 -3.597
C -1.778 6.878 -0.723
I 0.449 1.538 2.749
N -4.917 -1.187 -5.855
C -0.029 1.569 -0.588
H -5.212 -0.424 -3.916
H 0.638 -3.519 -1.243
C 1.094 0.430 -0.349
H -4.775 -2.158 -4.010
H 0.841 -1.736 -0.020
H 5.141 -0.316 -1.666
O 4.480 2.976 4.392
F -2.253 1.850 -2.459
F -2.663 -0.335 -1.834
C -4.570 -1.193 0.824
H 5.116 2.962 6.700
H 2.514 -3.494 -1.451
C 2.587 1.103 -3.619
O 3.402 -1.703 -3.348
H 0.085 1.843 -1.693
H -4.709 -0.407 5.992
H 1.466 -3.715 -2.904
H 3.942 -0.765 0.084
```

Atom charges from the Löwdin analysis, given in e for atoms 1 to 6: number 1, H, carries 0.099; number 2, H, carries 0.146; number 3, O, carries 0.077; number 4, H, carries 0.114; number 5, C, carries -0.028; number 6, H, carries 0.036

***

[2]
Density functional theory data (ωB97M-V/def2-TZVPD) for 2 unconnected molecules or ions with the total composition C21H41IN2O3.

Values from the calculation:
F_max	0.0120	hartree/bohr
total energy	-1457.573646	Ha

Structure (XYZ):
```
68
C21H41IN2O3 | OMol25 | ωB97M-V/def2-TZVPD
H -3.453 -2.400 3.442
H 2.992 -2.038 -1.396
H 0.024 -3.374 4.618
C 2.632 1.616 -4.702
H -1.154 -2.480 1.131
H -0.953 -0.511 -2.181
H -2.671 -2.400 5.663
N 0.404 1.438 -3.797
H -0.328 -1.870 -3.044
I 2.228 1.889 2.947
N -1.191 -0.270 3.707
C -0.298 2.170 -1.418
C 1.813 1.821 -3.430
H -1.970 0.028 4.290
H 0.868 -1.290 3.019
C 1.061 -1.086 -1.632
H 0.617 -1.585 -0.769
H 1.334 -1.457 1.324
H -2.087 -3.334 2.893
H 1.885 -2.922 -2.441
H 1.177 0.107 5.230
C -2.363 -2.450 3.470
H -0.001 2.717 4.166
H -1.461 0.528 -0.647
H 3.085 0.625 -4.711
H -0.190 0.701 2.160
O 0.868 -3.236 2.256
C 1.628 1.762 -5.867
H -1.561 1.479 -3.060
C 0.620 1.035 5.338
O -3.546 0.478 2.572
C 0.642 -1.828 2.095
C -0.792 -1.588 1.641
C -0.655 2.064 -2.905
C 0.240 -0.069 -3.917
C -0.050 -0.883 -2.663
C -3.073 -0.543 2.030
H -2.382 2.027 -0.714
H -0.543 -3.184 6.370
H -0.121 3.218 -1.171
H 2.698 -1.471 -3.035
H 2.162 1.219 -2.600
C 0.332 1.695 4.000
C 0.286 2.019 -5.189
H 1.779 2.868 -3.129
C -1.812 -1.181 2.729
H 1.877 2.586 -6.531
C 2.223 -1.924 -2.159
H 0.114 3.086 -5.066
H -1.155 1.783 0.520
C -1.393 1.608 -0.526
H -0.838 3.056 -3.310
H 3.447 2.333 -4.751
H 1.600 0.860 -6.476
H -0.311 0.842 5.873
H 1.134 -0.436 -4.420
C -1.937 -2.653 4.901
H 1.223 1.710 5.951
H -0.598 -0.199 -4.601
H 1.442 -0.138 -1.249
H -0.785 -0.801 0.883
H -1.513 1.640 2.893
H 0.633 1.656 -1.195
C -0.682 0.955 3.093
O -3.466 -1.141 0.997
C -0.760 -3.093 5.312
H 1.594 -3.356 2.874
H -0.571 1.575 -5.687
```

Atom charges from the Löwdin analysis, given in e for atoms 1 to 6: number 1, H, carries 0.114; number 2, H, carries 0.080; number 3, H, carries 0.040; number 4, C, carries -0.130; number 5, H, carries 0.123; number 6, H, carries 0.098